{
  "formula": "C16H26NO2",
  "method": "ωB97M-V with the def2-TZVPD basis set",
  "max_force_ha_per_bohr": 0.0199,
  "smiles": "CC(C)c1ccc(OC[C@H](O)C[NH+]2CCCC2)cc1",
  "total_charge": 1,
  "de_lowest_kj_mol": 114.4,
  "homo_ev": -11.22,
  "species": ["C", "H", "H", "H", "C", "C", "C", "C", "C", "C", "C", "H", "H", "O", "C", "H", "H", "C", "O", "H", "C", "N", "C", "H", "H", "C", "H", "H", "C", "H", "C", "H", "H", "H", "H", "H", "H", "H", "H", "H", "C", "H", "H", "H", "H"],
  "xyz": [[-5.719, 0.004, -1.233], [-5.559, 1.011, -1.610], [-6.790, -0.170, -1.160], [-5.307, -0.702, -1.949], [-5.068, -0.165, 0.141], [-3.599, 0.167, 0.082], [-3.075, 1.202, 0.841], [-1.727, 1.523, 0.806], [-0.880, 0.794, -0.009], [-1.384, -0.247, -0.780], [-2.728, -0.553, -0.730], [-3.100, -1.363, -1.337], [-0.716, -0.806, -1.418], [0.490, 1.016, -0.123], [1.057, 2.104, 0.570], [0.575, 3.046, 0.279], [0.965, 1.984, 1.657], [2.534, 2.142, 0.169], [2.667, 2.208, -1.235], [1.794, 2.088, -1.635], [3.312, 0.888, 0.687], [3.615, 0.000, -0.452], [2.685, -1.147, -0.577], [2.713, -1.498, -1.610], [1.668, -0.836, -0.338], [3.251, -2.208, 0.372], [2.728, -2.207, 1.326], [3.141, -3.200, -0.058], [4.732, -1.825, 0.556], [4.930, -1.530, 1.585], [4.941, -0.648, -0.395], [5.193, -1.000, -1.397], [5.711, 0.049, -0.067], [5.400, -2.647, 0.313], [3.511, 0.655, -1.263], [2.725, 0.357, 1.434], [4.248, 1.211, 1.143], [2.991, 3.043, 0.594], [-1.364, 2.336, 1.415], [-3.727, 1.779, 1.480], [-5.280, -1.584, 0.673], [-6.343, -1.788, 0.772], [-4.852, -2.321, -0.002], [-4.815, -1.699, 1.650], [-5.547, 0.535, 0.834]]
}